Entry 1:
{
  "formula": "C6H13NP2",
  "method": "ωB97M-V with the def2-TZVPD basis set",
  "species": ["C", "C", "C", "C", "C", "C", "N", "P", "P", "H", "H", "H", "H", "H", "H", "H", "H", "H", "H", "H", "H", "H"],
  "xyz": [[0.517, -1.851, 0.277], [1.931, -0.487, -1.772], [2.761, 0.451, 0.734], [-2.515, -1.482, -0.167], [-2.019, 1.431, 0.554], [0.091, -0.436, 0.368], [0.826, -2.951, 0.400], [1.368, 0.666, -0.452], [-1.524, -0.010, -0.592], [1.233, -0.842, -2.412], [2.248, -1.323, -1.061], [2.847, -0.184, -2.154], [2.574, 0.746, 1.813], [3.707, 0.944, 0.427], [3.030, -0.574, 0.829], [-2.483, -2.196, -0.904], [-3.532, -1.212, -0.296], [-2.234, -1.944, 0.736], [-1.462, 1.352, 1.476], [-3.056, 1.327, 0.857], [-1.928, 2.412, 0.149], [0.023, -0.201, 1.492]],
  "spin_multiplicity": 3,
  "lumo_ev": [0.9165, -2.6232],
  "relative_energy_ev": 0.000,
  "homo_lumo_gap_ev": [5.15, 6.23],
  "homo_energy_ha": [-0.156, -0.325],
  "fmax_ev_per_a": 5.46,
  "mol_weight_g_mol": 161.1
}

---

Entry 2:
{
  "formula": "C6H13NS",
  "method": "ωB97M-V with the def2-TZVPD basis set",
  "species": ["C", "C", "C", "C", "C", "C", "N", "S", "H", "H", "H", "H", "H", "H", "H", "H", "H", "H", "H", "H", "H"],
  "xyz": [[2.220, 0.077, 1.062], [0.909, 0.668, 1.421], [1.097, 0.266, 0.027], [1.341, 1.339, -0.947], [-2.838, -1.044, -1.176], [0.506, -0.933, -0.433], [-2.029, -0.352, -0.193], [-2.355, -0.577, 1.404], [3.134, 0.644, 1.052], [2.418, -0.968, 1.448], [0.352, 0.117, 2.151], [0.938, 1.812, 1.630], [1.786, 0.943, -1.827], [1.839, 2.154, -0.425], [0.461, 1.733, -1.364], [-2.631, -2.159, -1.216], [-4.014, -0.963, -1.103], [-2.553, -0.455, -2.039], [0.379, -1.149, -1.576], [0.484, -1.637, 0.309], [-1.446, 0.483, 1.796]],
  "lumo_ev": [-0.0434, 0.8494],
  "relative_energy_ev": 5.740,
  "homo_lumo_gap_ev": [6.88, 8.74],
  "homo_energy_ha": [-0.255, -0.290],
  "fmax_ev_per_a": 4.00,
  "mol_weight_g_mol": 131.2
}

---

Entry 3:
{
  "formula": "C6H13O2",
  "method": "ωB97M-V with the def2-TZVPD basis set",
  "species": ["C", "O", "C", "C", "C", "C", "C", "H", "H", "H", "H", "H", "H", "H", "H", "H", "H", "H", "H", "H", "O"],
  "xyz": [[-1.454, -1.169, -0.871], [-2.536, -0.493, -1.351], [-0.400, -0.186, -0.321], [1.077, -0.571, -0.267], [1.902, 0.552, 0.313], [2.376, 1.559, -0.409], [2.252, 0.480, 1.784], [-0.938, -1.759, -1.681], [-1.678, -1.907, -0.075], [-0.725, 0.028, 0.705], [-0.537, 0.800, -0.783], [1.462, -0.730, -1.277], [1.257, -1.437, 0.358], [2.998, 2.367, -0.008], [2.090, 1.821, -1.431], [3.291, 0.725, 2.006], [1.970, -0.451, 2.256], [1.598, 1.167, 2.343], [-5.276, 0.271, -0.547], [-3.907, -0.577, -0.586], [-4.825, -0.492, -0.159]],
  "lumo_ev": 3.4205,
  "relative_energy_ev": 2.436,
  "homo_lumo_gap_ev": 6.48,
  "homo_energy_ha": -0.113,
  "charge": -1,
  "fmax_ev_per_a": 1.35,
  "mol_weight_g_mol": 117.2
}

---

Entry 4:
{
  "formula": "C6H13O2",
  "method": "ωB97M-V with the def2-TZVPD basis set",
  "species": ["C", "C", "O", "O", "H", "H", "H", "C", "C", "C", "C", "H", "H", "H", "H", "H", "H", "H", "H", "H", "H"],
  "xyz": [[-2.339, 0.195, 2.370], [-0.882, 0.093, 3.026], [-0.529, -1.083, 3.251], [-0.297, 1.186, 3.155], [-2.678, -0.833, 2.294], [-2.200, 0.701, 1.409], [-2.981, 0.886, 2.921], [1.220, -0.222, -1.207], [0.093, -1.214, -0.914], [1.303, 0.018, -2.706], [1.015, 1.036, -0.396], [2.156, -0.693, -0.899], [0.211, -2.146, -1.474], [0.324, 0.337, -3.081], [2.028, 0.765, -3.045], [1.603, -0.884, -3.236], [0.562, 0.806, 0.577], [1.857, 1.670, -0.135], [-0.878, -0.784, -1.157], [0.161, -1.491, 0.135], [0.251, 1.655, -0.888]],
  "lumo_ev": 3.4884,
  "relative_energy_ev": 0.397,
  "homo_lumo_gap_ev": 7.30,
  "homo_energy_ha": -0.140,
  "charge": -1,
  "fmax_ev_per_a": 1.66,
  "mol_weight_g_mol": 117.2
}

---

Entry 5:
{
  "formula": "C6H13O2",
  "method": "ωB97M-V with the def2-TZVPD basis set",
  "species": ["C", "O", "C", "C", "C", "C", "C", "H", "H", "H", "H", "H", "H", "H", "H", "H", "H", "H", "H", "H", "O"],
  "xyz": [[-1.246, 0.233, -1.642], [-1.605, -1.066, -1.407], [0.061, 0.716, -0.994], [0.360, -0.174, 0.243], [1.579, 0.068, 1.069], [2.766, 0.194, 0.485], [1.448, 0.040, 2.573], [-2.040, 0.945, -1.369], [-1.267, 0.335, -2.744], [-0.108, 1.757, -0.733], [0.978, 0.545, -1.549], [0.268, -1.211, -0.082], [-0.530, -0.092, 0.885], [3.756, 0.231, 0.920], [2.847, 0.047, -0.591], [0.390, 0.208, 2.812], [1.973, 0.853, 3.065], [1.615, -0.938, 3.025], [-3.277, -1.389, -1.745], [-3.877, -0.215, -0.945], [-4.092, -1.087, -1.276]],
  "spin_multiplicity": 2,
  "lumo_ev": [0.7418, -2.0764],
  "relative_energy_ev": 1.663,
  "homo_lumo_gap_ev": [10.16, 7.32],
  "homo_energy_ha": [-0.346, -0.345],
  "fmax_ev_per_a": 2.19,
  "mol_weight_g_mol": 117.2
}

---

Entry 6:
{
  "formula": "C6H13O4P",
  "method": "ωB97M-V with the def2-TZVPD basis set",
  "species": ["C", "C", "C", "C", "C", "C", "O", "O", "O", "O", "P", "H", "H", "H", "H", "H", "H", "H", "H", "H", "H", "H", "H", "H"],
  "xyz": [[1.770, 1.830, 2.470], [1.862, 0.537, 2.074], [1.374, -1.389, -1.114], [-1.799, 0.613, -1.951], [-2.307, -0.904, 1.899], [1.410, 0.150, 0.692], [-1.035, 1.802, 1.599], [1.670, -1.130, 0.226], [-1.254, 1.422, -0.916], [-1.774, -0.526, 0.629], [-0.877, 0.788, 0.548], [2.054, 2.018, 3.503], [1.251, 2.638, 2.006], [2.048, -0.285, 2.756], [1.543, -2.468, -1.398], [1.967, -0.611, -1.736], [0.306, -1.191, -1.370], [-0.929, -0.203, -2.249], [-2.019, 1.425, -2.636], [-2.644, -0.028, -1.583], [-3.219, -1.613, 1.827], [-2.598, 0.077, 2.380], [-1.452, -1.520, 2.312], [1.836, 0.766, -0.071]],
  "spin_multiplicity": 3,
  "lumo_ev": [0.7849, -2.3607],
  "relative_energy_ev": 2.474,
  "homo_lumo_gap_ev": [5.92, 7.03],
  "homo_energy_ha": [-0.189, -0.345],
  "fmax_ev_per_a": 6.24,
  "mol_weight_g_mol": 180.1
}

---

For reference, E_tot by record: -973.648734; -689.143045; -386.869991; -386.944943; -386.760324; -878.530792 Eh.